(1)
Formula: C3H6O2S
Source: the Open Molecules 2025 dataset
Level of theory: wB97M-V/def2-TZVPD

```
! RIJCOSX wB97M-V def2-TZVPD def2/J DEFGRID3
* xyz 0 1
O 0.415 -1.922 1.833
C 0.239 -1.307 0.814
O 0.316 -1.928 -0.373
C -0.108 0.131 0.720
C 0.206 0.853 -0.597
S -0.901 2.380 -0.686
H 0.621 -2.832 -0.270
H -1.131 0.268 1.082
H 0.370 0.676 1.547
H -0.120 0.190 -1.387
H 1.195 1.275 -0.659
H -1.102 2.216 -2.024
*
```

## Properties
SMILES string ... O=C(O)CCS
ΔE to the lowest compared entry with this formula, charge and spin ... 8.98 kcal/mol
LUMO level ... 0.0226 Eh
M ... 106.146 g mol⁻¹
Gap between HOMO and LUMO ... 9.96 eV

Atom charges from the Mulliken analysis, given in e for atoms 1 to 8: atom 1 (O): -0.57, atom 2 (C): 0.42, atom 3 (O): -0.45, atom 4 (C): -0.52, atom 5 (C): -0.55, atom 6 (S): -0.24, atom 7 (H): 0.34, atom 8 (H): 0.35

(2)
Formula: C3H6O2S
Source: the Open Molecules 2025 dataset
Level of theory: wB97M-V/def2-TZVPD

```
! RIJCOSX wB97M-V def2-TZVPD def2/J DEFGRID3
* xyz 0 1
C -0.779 -1.734 -0.496
C 0.418 -1.440 -0.024
C 0.401 1.838 -0.185
O -0.922 0.125 1.733
O 1.153 0.997 0.687
S 0.470 -0.216 1.500
H -0.956 -2.379 -1.320
H -1.660 -1.267 -0.133
H 1.270 -1.865 -0.371
H -0.301 2.476 0.357
H -0.223 1.103 -0.882
H 1.130 2.364 -0.869
*
```

## Properties
ΔE to the lowest compared entry with this formula, charge and spin ... 67.68 kcal/mol
LUMO level ... 0.0340 Eh
M ... 106.146 g mol⁻¹
Gap between HOMO and LUMO ... 10.39 eV

Atom charges from the Mulliken analysis, given in e for atoms 1 to 8: atom 1 (C): -0.48, atom 2 (C): -0.43, atom 3 (C): -0.48, atom 4 (O): -0.55, atom 5 (O): -0.29, atom 6 (S): 0.56, atom 7 (H): 0.28, atom 8 (H): 0.27

(3)
Formula: C3H6O2S
Source: the Open Molecules 2025 dataset
Level of theory: wB97M-V/def2-TZVPD

```
! RIJCOSX wB97M-V def2-TZVPD def2/J DEFGRID3
* xyz 0 1
O 1.523 -2.404 -2.408
C 0.527 -1.938 -1.848
O -0.781 -2.321 -2.207
C 0.640 -0.950 -0.716
C -0.282 0.016 -0.435
S -0.351 2.208 1.779
H -0.246 -3.014 -1.584
H 1.682 -0.968 -0.251
H -0.630 4.581 3.649
H -0.251 0.485 0.647
H -1.229 0.072 -0.944
H -0.601 4.233 4.320
*
```

## Properties
ΔE to the lowest compared entry with this formula, charge and spin ... 184.63 kcal/mol
LUMO level ... -0.1324 Eh
M ... 106.146 g mol⁻¹
Gap between HOMO and LUMO ... 6.47 eV

Atom charges from the Mulliken analysis, given in e for atoms 1 to 8: atom 1 (O): -0.47, atom 2 (C): 0.46, atom 3 (O): -0.42, atom 4 (C): -0.29, atom 5 (C): -0.07, atom 6 (S): -0.07, atom 7 (H): 0.33, atom 8 (H): 0.30

(4)
Formula: C3H6O2S
Source: the Open Molecules 2025 dataset
Level of theory: wB97M-V/def2-TZVPD

```
! RIJCOSX wB97M-V def2-TZVPD def2/J DEFGRID3
* xyz 0 1
C 1.361 -0.295 -0.177
C 0.067 -0.883 0.528
C -2.270 0.568 -0.288
H 2.257 2.089 -0.236
H 1.830 -1.130 -0.876
H 2.199 -0.213 0.513
H 0.330 -1.927 1.079
H -0.212 -0.241 1.317
H -2.784 0.564 -1.181
O 0.811 1.069 -0.668
O -1.975 1.468 0.411
S -1.613 -1.069 -0.422
*
```

## Properties
ΔE to the lowest compared entry with this formula, charge and spin ... 164.31 kcal/mol
LUMO level ... -0.0741 Eh
M ... 106.146 g mol⁻¹
Gap between HOMO and LUMO ... 7.41 eV

Atom charges from the Mulliken analysis, given in e for atoms 1 to 8: atom 1 (C): -0.11, atom 2 (C): -0.74, atom 3 (C): 0.07, atom 4 (H): 0.29, atom 5 (H): 0.21, atom 6 (H): 0.29, atom 7 (H): 0.33, atom 8 (H): 0.36

(5)
Formula: C3H6O2S3
Source: the Open Molecules 2025 dataset
Level of theory: wB97M-V/def2-TZVPD

```
! RIJCOSX wB97M-V def2-TZVPD def2/J DEFGRID3
* xyz 0 1
O -2.633 0.720 -0.076
C -1.483 0.644 0.701
C -0.347 -0.311 0.119
S -0.909 -2.002 0.388
O 0.264 0.025 -1.108
C 1.051 0.038 0.110
S 1.811 1.660 0.479
S 2.247 -1.360 0.141
H -2.301 0.670 -0.940
H -1.216 1.730 0.742
H -1.653 0.305 1.777
H 0.116 -2.641 -0.405
H 2.439 1.818 -0.718
H 2.616 -1.294 -1.210
*
```

## Properties
SMILES string ... OC[C@@]1(S)OC1(S)S
ΔE to the lowest compared entry with this formula, charge and spin ... 35.50 kcal/mol
LUMO level ... 0.0142 Eh
M ... 170.280 g mol⁻¹
Gap between HOMO and LUMO ... 9.56 eV

Atom charges from the Mulliken analysis, given in e for atoms 1 to 8: atom 1 (O): -0.48, atom 2 (C): -0.70, atom 3 (C): 0.59, atom 4 (S): -0.21, atom 5 (O): -0.38, atom 6 (C): 0.08, atom 7 (S): -0.21, atom 8 (S): -0.25

(6)
Formula: C3H6O3
Source: the Open Molecules 2025 dataset
Level of theory: wB97M-V/def2-TZVPD

```
! RIJCOSX wB97M-V def2-TZVPD def2/J DEFGRID3
* xyz 0 1
O 1.861 0.318 0.029
C 0.994 -0.228 -0.897
C 0.112 -1.400 -0.596
O -0.590 -0.773 0.496
C -0.496 -0.115 -0.784
H 1.453 0.171 0.895
H 1.411 -0.178 -1.901
H -0.120 -2.399 -0.938
H -1.360 0.240 -1.327
O -1.394 1.609 1.873
H -1.190 0.676 1.723
H -0.680 2.079 1.427
*
```

## Properties
SMILES string ... O[C@H]1[C@H]2O[C@@H]12.O
ΔE to the lowest compared entry with this formula, charge and spin ... 94.01 kcal/mol
LUMO level ... 0.0307 Eh
M ... 90.078 g mol⁻¹
Gap between HOMO and LUMO ... 10.87 eV

Atom charges from the Mulliken analysis, given in e for atoms 1 to 8: atom 1 (O): -0.55, atom 2 (C): -0.07, atom 3 (C): -0.23, atom 4 (O): -0.50, atom 5 (C): -0.07, atom 6 (H): 0.33, atom 7 (H): 0.34, atom 8 (H): 0.35

(7)
Formula: C3H6O3
Source: the Open Molecules 2025 dataset
Level of theory: wB97M-V/def2-TZVPD

```
! RIJCOSX wB97M-V def2-TZVPD def2/J DEFGRID3
* xyz 0 1
O 0.097 1.369 -0.195
C 0.011 0.204 0.156
C 1.309 -0.605 0.167
O 2.389 0.271 0.020
C -1.385 -0.258 0.588
O -2.317 0.637 0.054
H 1.334 -1.192 1.103
H 1.355 -1.349 -0.642
H 2.022 1.043 -0.453
H -1.428 -0.260 1.695
H -1.620 -1.280 0.262
H -1.792 1.431 -0.159
*
```

## Properties
SMILES string ... O=C(CO)CO
ΔE to the lowest compared entry with this formula, charge and spin ... 31.01 kcal/mol
LUMO level ... 0.0269 Eh
M ... 90.078 g mol⁻¹
Gap between HOMO and LUMO ... 11.39 eV

Atom charges from the Mulliken analysis, given in e for atoms 1 to 8: atom 1 (O): -0.69, atom 2 (C): 0.79, atom 3 (C): -0.43, atom 4 (O): -0.52, atom 5 (C): -0.41, atom 6 (O): -0.52, atom 7 (H): 0.29, atom 8 (H): 0.25

(8)
Formula: C3H6O3
Source: the Open Molecules 2025 dataset
Level of theory: wB97M-V/def2-TZVPD

```
! RIJCOSX wB97M-V def2-TZVPD def2/J DEFGRID3
* xyz 0 1
O -0.800 -0.450 -1.865
C -0.723 -0.960 -0.596
C 0.621 -0.981 0.105
O 1.237 0.148 -0.405
C -0.432 -0.175 0.648
O 0.357 1.971 1.190
H 0.056 0.023 -1.943
H -1.472 -1.736 -0.411
H 1.187 -1.814 0.513
H 1.024 1.482 0.653
H -0.889 0.074 1.604
H -0.166 2.425 0.515
*
```

## Properties
ΔE to the lowest compared entry with this formula, charge and spin ... 133.29 kcal/mol
LUMO level (alpha / beta) ... -0.0347 / -0.0347 Eh
M ... 90.078 g mol⁻¹
Gap between HOMO and LUMO (alpha / beta) ... 8.50 / 8.50 eV

Atom charges from the Mulliken analysis, given in e for atoms 1 to 8: atom 1 (O): -0.57, atom 2 (C): -0.15, atom 3 (C): 0.03, atom 4 (O): -0.72, atom 5 (C): -0.03, atom 6 (O): -0.71, atom 7 (H): 0.35, atom 8 (H): 0.35